Record 1
Formula: C9H14
Source: the Open Molecules 2025 dataset
Level of theory: ωB97M-V with the def2-TZVPD basis set

* orbital gap: 10.0041 eV
* highest occupied orbital energy: -8.966 eV
* F_max: 1.39 eV/Å
* SMILES: Cc1ccccc1.CC

Atoms and positions in Å:
C1 2.1831 0.9325 -0.0540
C2 1.9261 2.1810 -0.8910
H1 3.0925 0.9249 0.5564
H2 1.3909 0.6696 0.6438
H3 2.2904 0.0250 -0.6599
H4 1.5838 3.0036 -0.2684
H5 2.8542 2.4672 -1.3824
H6 1.1970 1.9232 -1.6493
C3 0.1724 -2.6067 0.1204
C4 -2.2129 0.1315 -0.8129
C5 -2.2889 0.9093 0.3553
C6 -1.3241 -0.9111 -0.9079
C7 -0.6115 -1.3357 0.2191
C8 -1.5869 0.4852 1.4656
C9 -0.7557 -0.6319 1.4038
H7 -2.8268 0.4477 -1.6423
H8 -2.8141 1.8519 0.2698
H9 -1.1498 -1.4649 -1.8176
H10 -1.8365 0.9486 2.4102
H11 -0.0211 -3.3211 0.9276
H12 1.2411 -2.3888 0.1927
H13 -0.4033 -1.0950 2.3032
H14 -0.0999 -3.1458 -0.7819

***

Record 2
Formula: C9H14
Source: the Open Molecules 2025 dataset
Level of theory: ωB97M-V with the def2-TZVPD basis set

* orbital gap: 10.0165 eV
* highest occupied orbital energy: -8.991 eV
* F_max: 2.47 eV/Å
* SMILES: Cc1ccccc1.CC

Atoms and positions in Å:
C1 -1.9518 -1.4026 -1.4396
C2 -2.3060 0.5642 0.2047
C3 -1.5513 -0.4911 -0.3115
C4 -1.9208 1.2133 1.3599
C5 -0.9882 0.6369 2.2162
C6 -0.5039 -0.9810 0.4847
C7 -0.1785 -0.3878 1.7022
H1 -2.9980 1.1646 -0.3741
H2 -2.4169 2.1545 1.5813
H3 -2.2254 -2.4128 -1.1225
H4 -1.0951 -1.3006 -2.1023
H5 -0.7003 0.9843 3.1988
H6 0.1787 -1.7261 0.0624
H7 0.4605 -0.8806 2.4138
H8 -2.8810 -1.1174 -1.9400
C8 3.1434 0.0718 -1.0957
C9 2.1289 0.9068 -0.3045
H9 3.3216 -0.8948 -0.6262
H10 2.8706 -0.0703 -2.1455
H11 4.1121 0.5804 -1.1426
H12 1.8050 1.7126 -0.9625
H13 2.4737 1.3957 0.6002
H14 1.2227 0.2800 -0.2573

***

Record 3
Formula: C9H14
Source: the Open Molecules 2025 dataset
Level of theory: ωB97M-V with the def2-TZVPD basis set

* orbital gap: 9.9300 eV
* highest occupied orbital energy: -8.970 eV
* F_max: 1.06 eV/Å
* SMILES: Cc1ccccc1.CC

Atoms and positions in Å:
C1 -1.6737 -3.5590 0.8935
C2 -0.2028 -3.8494 1.2313
H1 -1.7938 -3.4173 -0.1851
H2 -2.2697 -4.4405 1.1027
H3 -2.1440 -2.7075 1.3788
H4 0.2476 -4.3466 0.3811
H5 -0.1600 -4.4860 2.1120
H6 0.3638 -2.9647 1.5074
C3 1.8612 1.1590 -2.1224
C4 -0.9504 2.8365 0.6566
C5 -0.9265 1.4665 0.4137
C6 0.1984 3.5384 0.3160
C7 0.0694 0.8923 -0.3568
C8 1.1768 2.9895 -0.5033
C9 1.0302 1.6942 -0.9822
H7 -1.7826 3.3348 1.1363
H8 -1.6148 0.8394 0.9747
H9 0.3504 4.5582 0.6465
H10 0.0447 -0.1547 -0.6285
H11 1.9957 3.6281 -0.8149
H12 2.8914 1.4926 -2.0024
H13 1.4023 1.4325 -3.0709
H14 1.8863 0.0637 -2.0840

***

Record 4
Formula: C9H14
Source: the Open Molecules 2025 dataset
Level of theory: ωB97M-V with the def2-TZVPD basis set

* orbital gap: 9.8750 eV
* highest occupied orbital energy: -8.882 eV
* F_max: 5.59 eV/Å
* SMILES: Cc1ccccc1.CC

Atoms and positions in Å:
C1 0.3930 1.0835 2.0846
C2 0.3581 1.0782 -1.7220
C3 -0.9836 0.9966 -1.9986
C4 0.8961 1.1703 -0.4165
C5 0.0009 1.0350 0.5872
C6 -1.9132 0.9990 -0.9492
C7 -1.5118 0.9544 0.3961
H1 1.0991 1.0646 -2.5851
H2 -1.2103 0.7410 -3.0498
H3 1.8136 1.2070 -0.0588
H4 -2.9804 1.0821 -1.1729
H5 1.2967 1.8501 2.3392
H6 0.6342 0.1306 2.2718
H7 -2.1009 0.6841 1.2864
H8 -0.5086 1.4493 2.6945
C8 1.7149 -2.9855 0.8679
C9 0.3481 -2.8026 0.2812
H9 1.7483 -2.8319 1.9562
H10 2.1991 -4.0112 0.6960
H11 2.4542 -2.3276 0.4466
H12 0.1840 -3.2393 -0.7166
H13 -0.3935 -3.1598 0.9310
H14 -0.0511 -1.8126 0.1771

***

Record 5
Formula: C9H14
Source: the Open Molecules 2025 dataset
Level of theory: ωB97M-V with the def2-TZVPD basis set

* orbital gap: 9.9384 eV
* highest occupied orbital energy: -8.981 eV
* F_max: 1.42 eV/Å
* SMILES: Cc1ccccc1.CC

Atoms and positions in Å:
C1 -3.0903 -0.1862 1.4302
C2 -3.2175 -1.3706 2.3704
H1 -2.8236 -0.5691 0.4460
H2 -3.9944 0.4218 1.4735
H3 -2.2815 0.4920 1.7089
H4 -2.3148 -1.9749 2.4254
H5 -4.0424 -2.0149 2.0801
H6 -3.3928 -1.0573 3.3995
C3 1.2773 -1.5505 -1.9761
C4 2.4708 1.9916 -1.4502
C5 2.1416 0.7972 -2.0628
C6 2.1273 2.2272 -0.1250
C7 1.4767 -0.1954 -1.3455
C8 1.4973 1.2356 0.6008
C9 1.1081 0.0639 -0.0368
H7 2.9704 2.7806 -1.9940
H8 2.4701 0.6060 -3.0743
H9 2.3574 3.1923 0.2992
H10 1.3012 1.4023 1.6541
H11 1.9997 -1.7494 -2.7599
H12 0.2620 -1.6247 -2.3908
H13 0.4517 -0.5856 0.5418
H14 1.2458 -2.3319 -1.2145

***

Record 6
Formula: C9H14
Source: the Open Molecules 2025 dataset
Level of theory: ωB97M-V with the def2-TZVPD basis set

* orbital gap: 9.9937 eV
* highest occupied orbital energy: -9.039 eV
* F_max: 2.03 eV/Å
* SMILES: Cc1ccccc1.CC

Atoms and positions in Å:
C1 -3.9687 -0.9664 1.4609
C2 -0.2077 -1.8141 -0.5252
C3 -0.2532 -1.2524 0.7159
C4 -1.4154 -2.0556 -1.1906
C5 -1.4557 -1.0284 1.4175
C6 -2.6150 -1.8198 -0.5283
C7 -2.6640 -1.2511 0.7648
H1 0.6891 -2.1320 -1.0400
H2 0.6645 -1.0316 1.2501
H3 -1.5393 -2.5843 -2.1231
H4 -1.3080 -0.9371 2.4846
H5 -3.6013 -2.0758 -0.8967
H6 -3.9632 -1.4888 2.4175
H7 -4.8046 -1.3556 0.8994
H8 -4.0904 0.0929 1.6696
C8 4.1037 2.2362 -1.3458
C9 3.5373 3.2212 -0.3453
H9 5.0372 1.7357 -1.0503
H10 3.4666 1.3509 -1.4031
H11 4.2864 2.5969 -2.3477
H12 3.3440 4.1516 -0.8905
H13 4.1738 3.4632 0.5070
H14 2.5838 2.9444 0.0994